The following is a quantum chemistry calculation of a 5-piece molecular cluster, C15H23Cl3O13S overall, from OMol25.

ORCA input file:
```
! RIJCOSX wB97M-V def2-TZVPD def2/J DEFGRID3
* xyz 0 1
C 1.61174 -0.39357 0.57252
C 0.45827 -0.49706 -0.43698
C -0.84212 -1.10172 -0.00932
O -1.87357 -0.11153 -0.41510
C -1.20747 1.06445 -0.71075
O -1.73658 2.04287 -1.27985
O 0.05459 0.90981 -0.51395
H 2.18702 -1.31899 0.54518
H 1.29904 -0.30345 1.61281
H 2.32266 0.42603 0.46792
H 0.66309 -0.90533 -1.42666
H -0.92333 -1.27590 1.06360
H -1.05873 -2.07402 -0.45180
C 3.43627 2.32670 -1.48985
C 3.44580 1.63979 -2.92959
C 4.74119 0.91716 -3.26997
O 4.36552 -0.44547 -3.24371
C 3.09523 -0.62090 -3.12239
O 2.45422 -1.66325 -3.31164
O 2.59064 0.58468 -2.81298
H 4.00282 3.25764 -1.51196
H 4.06844 1.85619 -0.73680
H 2.40800 2.49784 -1.17133
H 3.12201 2.34823 -3.69207
H 5.56942 1.27765 -2.65989
H 4.87079 1.22630 -4.30714
C -4.74425 3.10218 -0.05207
C -4.89120 1.83972 0.87450
C -5.18253 2.40010 2.31290
O -6.53598 1.95346 2.43448
C -7.05120 1.38085 1.32321
O -8.22668 1.02602 1.16392
O -6.02721 1.06222 0.45974
H -3.72924 3.49917 -0.03609
H -5.35657 3.90962 0.34943
H -5.12166 2.92723 -1.05957
H -3.97947 1.24562 0.81231
H -5.17168 3.46928 2.52466
H -4.64019 1.81488 3.05551
O -0.06990 -4.33203 -0.10572
S 0.97709 -5.35240 -0.15369
O 0.45824 -6.69648 -0.06647
O 2.11748 -5.00343 -1.31316
C 2.90982 -3.89750 -0.97727
C 3.17934 -4.12171 0.53411
O 2.08936 -4.94822 1.07213
H 3.80911 -3.98068 -1.58757
H 2.34516 -2.99874 -1.22521
H 3.28030 -3.14735 1.01216
H 4.16429 -4.58823 0.55248
Cl -0.95968 -0.02340 3.77550
C -0.70161 1.60383 4.58820
Cl 0.28795 1.57394 6.14572
Cl -2.22225 2.37524 4.91411
H -0.13180 2.24266 3.91344
*
```

- Gap between HOMO and LUMO: 10.40 eV
- SMILES string: C[C@H]1COC(=O)O1.C[C@H]1COC(=O)O1.C[C@H]1COC(=O)O1.O=S1(=O)OCCO1.ClC(Cl)Cl
- Energy relative to the best compared isomer or geometry (same formula, charge and spin): 60.72 kcal per mole
- Highest occupied orbital energy: -10.5 eV

Atomic partial charges in e from the Löwdin method, atoms 1 to 5:
1. C 0.01
2. C -0.24
3. C -0.07
4. O 0.05
5. C -0.54

---

The following is a quantum chemistry calculation of a 2-piece molecular cluster, H4N2O2S overall, from OMol25.

ORCA input file:
```
! RIJCOSX wB97M-V def2-TZVPD def2/J DEFGRID3
* xyz 0 1
H -1.27965 1.16381 1.82273
N -0.44221 0.77314 1.21631
N -0.79564 0.46090 0.02310
S -0.12522 -0.53625 -0.98133
O -1.45359 -0.72192 -2.01653
H -2.13860 -0.01383 -1.85131
O 1.79823 -0.37159 0.32572
H 1.69788 0.00787 1.14736
H 2.73880 -0.76212 0.31394
*
```

- Gap between HOMO and LUMO: 9.00 eV
- SMILES string: [H]/N=N/SO.O
- Energy relative to the best compared isomer or geometry (same formula, charge and spin): 69.55 kcal per mole
- Highest occupied orbital energy: -8.6 eV

Atomic partial charges in e from the Löwdin method, atoms 1 to 5:
1. H 0.09
2. N -0.07
3. N -0.47
4. S 0.98
5. O -0.47

---

The following is a quantum chemistry calculation of a 2-piece molecular cluster, CH2FN5 overall, from OMol25.

ORCA input file:
```
! RIJCOSX wB97M-V def2-TZVPD def2/J DEFGRID3
* xyz 0 1
H -2.70956 0.10523 0.02469
N -2.16016 0.88695 0.37973
N -1.02327 0.95874 -0.02244
N -0.15741 1.59069 -0.50646
N 1.06418 1.74214 -0.63776
C 2.00640 1.20658 0.06849
N 2.90218 0.70393 0.59307
F 2.11883 -1.70224 -0.19299
H 2.60880 -1.04225 0.28523
*
```

- Gap between HOMO and LUMO: 8.73 eV
- SMILES string: [H]/N=N/N=N\C#N.F
- Energy relative to the best compared isomer or geometry (same formula, charge and spin): 4.04 kcal per mole
- Highest occupied orbital energy: -10.0 eV

Atomic partial charges in e from the Löwdin method, atoms 1 to 5:
1. H 0.09
2. N 0.14
3. N -0.03
4. N 0.06
5. N 0.05

---

Going through the records in order, we get maximum force values of 0.095, 0.095, 0.042 hartree/bohr.